ORCA calculation (ωB97M-V/def2-TZVPD) on a structure of composition C18H43BCl17O4PSi2.

Values from the calculation:
HOMO-LUMO gap (Ha): 0.3204
DFT total energy (a.u.): -9781.44393
HOMO energy (eV): -8.53
Maximum force (eV Å⁻¹): 0.74

Each line ends with the Mulliken charge.
Geometry (Å):
H1 3.02584 -0.05909 -1.54583  0.260
H2 -1.86411 -2.48840 4.30795  0.376
H3 1.45163 -2.46206 -2.42371  0.221
H4 -6.09022 1.48385 -0.65478  -0.273
H5 8.75505 -4.12278 4.78131  0.199
H6 -3.77581 2.04138 1.78647  -0.009
H7 -8.30099 1.26364 -2.73894  -0.018
Cl1 12.06084 -5.76302 4.92168  -0.190
H8 -3.93221 0.07201 -3.15128  -0.183
H9 8.11842 -1.01248 1.43820  0.340
C1 10.37409 -5.38578 5.36461  -0.429
H10 4.99451 5.42248 -0.23757  0.294
Cl2 5.82822 3.06361 1.16254  -0.114
C2 -7.54872 1.83239 -2.20206  -0.202
C3 6.73056 4.19799 0.12156  -0.483
Cl3 -4.76883 5.38713 2.98604  -0.198
Cl4 7.06950 -2.57715 2.84501  -0.213
Cl5 5.05974 3.89274 -2.02018  -0.167
H11 1.44093 2.07539 3.55874  0.363
H12 9.94839 -4.38750 3.49988  0.337
C4 -3.89594 3.11912 1.72622  -0.108
O1 -3.26318 -1.79718 -0.97535  -0.378
Cl6 2.38786 3.51864 0.31677  -0.089
H13 7.24981 4.89587 0.77583  0.299
C5 9.81620 -4.23431 4.56772  -0.354
H14 2.91065 2.92352 3.03119  0.337
H15 9.78470 -6.27918 5.16566  0.302
C6 2.07259 0.45566 -1.68898  -0.626
C7 5.80210 4.95556 -0.79654  -0.487
H16 -5.72434 3.24248 2.85806  0.328
Cl7 10.59453 -2.68525 4.98723  -0.185
H17 10.35722 -5.17225 6.43029  0.327
C8 -9.45537 -1.80506 -3.83183  -0.239
C9 2.07788 2.30455 2.70601  -0.619
H18 0.79896 3.88322 2.01916  0.371
C10 -2.25402 -1.57390 2.39494  0.461
C11 7.19795 -0.99947 2.01618  -0.456
H19 -3.33579 -1.51270 2.49946  0.349
H20 2.91418 -1.94445 -3.27448  0.397
C12 1.28901 2.99674 1.61915  -0.316
C13 1.82308 -1.90626 -3.28718  -1.024
H21 2.25651 1.52708 -1.74628  0.267
P1 1.36945 -0.11586 -3.30009  -0.114
H22 6.06636 0.30614 0.76882  0.027
H23 5.07468 -0.82756 1.69954  0.070
H24 7.45905 3.62007 -0.44131  0.321
H25 -9.72035 -2.70143 -3.27737  0.363
O2 -1.44807 -1.64036 -2.52469  -0.030
H26 -9.30179 -2.67368 -5.76976  0.308
H27 -3.54933 -1.03461 -5.24930  -0.166
H28 -7.99534 2.72567 -1.76947  0.350
H29 -0.66931 -3.49725 -0.75602  0.271
O3 -1.63934 0.35139 -4.23224  -0.008
Cl8 2.75226 0.76015 2.11733  -0.119
O4 -1.18498 -2.76199 -0.40469  -0.611
C14 -9.88335 -1.89839 -5.27390  -0.452
Cl9 0.02026 -2.97364 2.99547  -0.175
Cl10 -1.28967 1.09536 -1.34822  -0.139
H30 -4.23456 3.25838 3.82268  0.310
H31 -2.91302 3.58335 1.69766  0.287
Si1 -0.82117 -0.17322 -2.90908  0.514
H32 -7.71338 0.79734 -0.35032  0.414
H33 7.27133 -0.23858 2.79128  0.313
H34 -2.00506 -1.71591 1.34966  -0.510
H35 -3.84416 -1.73981 -1.74712  0.155
H36 1.44198 0.25848 -0.82146  0.129
H37 -2.24020 -3.61503 2.98750  0.330
Cl11 -11.60217 -2.34199 -5.43938  -0.188
B1 -1.96182 -2.08614 -1.31325  0.288
H38 -9.73688 -0.95317 -5.79038  0.322
Cl12 5.92178 -1.79476 -0.27222  -0.201
Cl13 -10.21477 -0.42117 -2.99458  -0.211
H39 -8.37857 -1.65125 -3.77442  0.111
C15 -4.70084 3.60664 2.90241  -0.430
Si2 -3.27354 0.18965 -4.46374  0.446
H40 0.54262 2.33492 1.18350  0.092
C16 6.00276 -0.71169 1.14733  0.080
H41 1.47601 -2.38382 -4.20457  0.349
C17 -6.95135 0.99784 -1.10111  0.099
Cl14 -6.32418 2.39426 -3.37639  -0.177
Cl15 -1.58275 0.01168 2.89428  -0.179
H42 6.36324 5.72040 -1.33066  0.352
Cl16 -6.38058 -0.60342 -1.67871  -0.150
H43 -3.77417 1.37989 -5.17058  -0.166
Cl17 -4.68708 3.47094 0.16477  -0.187
C18 -1.72139 -2.69457 3.24992  -0.555